[1]
Below is C12H25CoN2O7P2S3 as an isolated structure, with properties calculated with ωB97M-V with the def2-TZVPD basis set.

Computed properties:
- HOMO-LUMO gap (eV) = 8.353
- HOMO level (eV) = -15.33
- LUMO level (Ha) = -0.2564
- total charge = +2

Cartesian coordinates (Å):
Co1 -0.1647 -0.0537 -0.3399
C1 -0.1519 1.2894 2.5620
C2 -1.5981 1.4277 2.1193
S1 -1.6989 1.4527 0.3008
C3 -3.2298 0.5493 -0.0252
C4 -3.2260 -0.8883 0.4768
S2 -1.5930 -1.7002 0.3381
C5 -1.1715 -1.9767 2.0984
C6 0.2637 -1.5900 2.3865
S3 0.7876 -0.0005 1.7040
H1 0.4152 2.1967 2.3476
H2 -0.0824 1.1096 3.6354
H3 -2.2207 0.6219 2.4984
H4 -2.0134 2.3709 2.4749
H5 -4.0640 1.1088 0.3998
H6 -3.3258 0.5930 -1.1095
H7 -3.5269 -0.9583 1.5203
H8 -3.9345 -1.4842 -0.0970
H9 -1.8719 -1.4146 2.7108
H10 -1.3254 -3.0357 2.3035
H11 0.4622 -1.5950 3.4590
H12 0.9627 -2.2880 1.9226
C7 2.3465 0.1512 -3.4738
C8 2.9878 0.1721 -2.0953
O1 4.3920 0.2365 -2.2725
P1 2.6061 -1.3239 -1.1279
O2 3.4981 -1.2879 0.1583
O3 3.0332 -2.5904 -1.9330
O4 1.1205 -1.4174 -0.8120
P2 2.4396 1.5434 -0.9933
O5 2.6161 2.8941 -1.7838
O6 3.2858 1.4082 0.2262
O7 0.9160 1.4211 -0.8262
H13 2.8510 -0.5959 -4.0858
H14 2.4683 1.1257 -3.9445
H15 1.2855 -0.0843 -3.4189
H16 4.8261 0.5046 -1.4497
H17 3.6165 -0.3417 0.4640
H18 3.7708 -3.1192 -1.5974
H19 3.4548 3.3518 -1.6327
C9 -1.0711 -2.4892 -2.8340
C10 -1.1870 -1.0152 -3.0072
N1 -0.9188 -0.0370 -2.1435
C11 -1.1576 1.1687 -2.7921
C12 -1.5720 0.9096 -4.0523
N2 -1.5856 -0.4602 -4.1644
H20 -0.3470 -2.7311 -2.0640
H21 -0.7386 -2.9409 -3.7683
H22 -2.0338 -2.9330 -2.5749
H23 -0.9590 2.1156 -2.3233
H24 -1.8399 1.5620 -4.8640
H25 -1.8341 -0.9816 -4.9913

---

[2]
Below is C12H25F3O16S2V as an isolated structure, with properties calculated with ωB97M-V with the def2-TZVPD basis set.

Computed properties:
- HOMO-LUMO gap (alpha / beta) (eV) = 5.135 / 4.185
- HOMO level (alpha / beta) (eV) = -1.71 / -0.76
- multiplicity = 2
- LUMO level (alpha / beta) (Ha) = 0.1257 / 0.1257
- total charge = -2

Cartesian coordinates (Å):
O1 -0.9688 -2.4589 1.1491
V1 -1.6756 -1.0962 1.1406
O2 -0.7240 0.1305 1.3619
S1 -3.1112 -2.1484 4.0214
O3 -3.3267 -3.3437 3.2233
O4 -2.4028 -1.1582 3.2005
O5 -4.4228 -1.5665 4.2811
O6 -2.3864 -2.3901 5.2816
S2 -5.1236 -1.5023 1.2288
O7 -6.0618 -1.2199 0.1279
O8 -3.6941 -1.4797 0.8872
O9 -5.3511 -0.5643 2.3081
O10 -5.5025 -2.7605 1.8566
C1 3.3042 3.4176 -4.9201
O11 2.5170 2.3339 -4.3534
C2 1.4818 2.7931 -3.5104
C3 1.9524 2.7585 -2.0565
O12 1.6398 1.5644 -1.3669
C4 1.8523 1.5858 0.0195
H1 4.2532 3.1357 -5.3762
H2 3.6266 4.1667 -4.1968
H3 2.7457 3.9206 -5.7095
H4 0.6279 2.1509 -3.7260
H5 1.2925 3.8516 -3.6886
H6 1.2661 3.4687 -1.5953
H7 3.0315 2.9084 -2.0199
H8 2.8747 1.8919 0.2416
H9 1.9103 0.5854 0.4483
H10 1.1953 2.2938 0.5246
C5 -1.9855 3.0109 -0.2915
O13 -2.4156 1.6791 -0.1988
C6 -2.9532 1.1055 -1.4336
C7 -1.7380 0.3550 -2.0991
O14 -1.2483 -0.6052 -1.1681
C8 -0.2822 -1.4833 -1.7352
H11 -2.7496 3.6829 -0.6823
H12 -1.1713 2.9595 -1.0144
H13 -1.7706 3.4614 0.6775
H14 -3.3091 1.8720 -2.1219
H15 -3.7247 0.3362 -1.4647
H16 -0.9573 0.9227 -2.6054
H17 -2.1559 -0.1446 -2.9731
H18 -0.6430 -2.3303 -2.3188
H19 0.3177 -1.8422 -0.8988
H20 0.4432 -0.9804 -2.3747
C9 3.7566 -0.7181 2.9142
C10 2.3430 -1.1571 3.0931
O15 2.2007 -2.5824 3.0269
C11 2.2714 -3.1783 1.7923
O16 2.6815 -2.6089 0.7746
C12 1.6971 -4.6276 1.7906
F1 0.7794 -4.7205 2.7377
F2 1.0845 -4.9083 0.6304
F3 2.6793 -5.5471 1.9705
H21 3.9905 0.0295 3.6722
H22 3.9109 -0.2564 1.9390
H23 4.4757 -1.5248 3.0563
H24 1.6588 -0.6129 2.4421
H25 1.9940 -0.8549 4.0806

---

[3]
Below is C12H25N2O2P2STi as an isolated structure, with properties calculated with ωB97M-V with the def2-TZVPD basis set.

Computed properties:
- HOMO-LUMO gap (alpha / beta) (eV) = 4.624 / 4.735
- HOMO level (alpha / beta) (eV) = -10.65 / -10.69
- LUMO level (alpha / beta) (Ha) = -0.2213 / -0.2190
- total charge = +1

Cartesian coordinates (Å):
C1 0.9995 -1.2771 -4.1141
C2 1.0699 -0.8746 -2.7582
N1 -0.1134 -0.7122 -2.0578
C3 -1.3094 -0.9908 -2.6281
C4 -1.4084 -1.3647 -3.9693
C5 -0.2307 -1.5023 -4.7163
C6 2.3087 -0.5640 -2.1021
P1 2.3088 -0.3165 -0.3348
Ti1 -0.0129 -0.1019 0.0393
P2 -2.3292 0.0275 -0.1905
C7 -2.5358 -0.9962 -1.7299
O1 1.8369 2.2114 -2.8868
O2 -0.8176 2.6742 -2.5933
H1 1.9303 -1.4035 -4.6768
H2 -2.3938 -1.5712 -4.4048
H3 -0.2759 -1.8030 -5.7665
C8 3.0828 -1.7168 0.5458
C9 3.3958 1.0986 0.0563
H4 -3.4411 -0.7005 -2.2844
H5 -2.6956 -2.0322 -1.3747
H6 2.0478 1.2740 -2.6245
H7 3.2379 -0.8221 -2.6189
C10 -3.3392 -0.7796 1.0868
C11 -3.1319 1.6169 -0.5447
H8 0.3678 1.4183 -0.0345
H9 -0.7152 3.5652 -2.2236
H10 0.1243 2.4313 -2.8170
H11 2.1840 2.2823 -3.7915
H12 -0.1255 -1.5418 0.4441
H13 -0.1202 1.3084 -0.8037
H14 4.1256 -1.8476 0.2161
H15 3.0618 -1.5224 1.6318
H16 2.5123 -2.6335 0.3368
H17 4.4409 0.8591 -0.1966
H18 3.0730 1.9708 -0.5317
H19 3.3243 1.3324 1.1324
H20 -4.1985 1.4758 -0.7860
H21 -3.0419 2.2722 0.3392
H22 -2.5991 2.0817 -1.3923
H23 -4.3996 -0.8317 0.7884
H24 -2.9517 -1.7931 1.2749
H25 -3.2459 -0.2018 2.0198
S1 0.0000 0.0001 4.9045
C12 -0.0001 -0.0002 3.2401
N2 0.0002 0.0009 2.0994

---

[4]
Below is an isolated ion of composition C12H25N6O3S and charge +1, with properties calculated with ωB97M-V with the def2-TZVPD basis set.

Computed properties:
- HOMO-LUMO gap (eV) = 10.138
- HOMO level (eV) = -12.30
- LUMO level (Ha) = -0.0794
- total charge = +1

Cartesian coordinates (Å):
C1 -4.8285 -0.1579 -0.9359
N1 -4.0304 0.6133 0.0118
C2 -2.7084 0.6646 -0.0895
O1 -2.0761 -0.0716 -0.8827
C3 -1.9978 1.6553 0.8862
C4 -2.1524 3.1205 0.4856
S1 -1.2909 3.4887 -1.0894
N2 -0.6154 1.2747 0.9771
C5 -0.2398 0.2789 1.7752
O2 -0.6876 0.0566 2.8852
C6 0.9403 -0.5310 1.2367
C7 2.2705 0.2307 1.3181
C8 2.6740 1.1127 0.1140
C9 3.3493 0.3082 -1.0084
N3 2.4029 -0.6293 -1.6380
C10 1.2768 -0.3057 -2.2577
N4 0.3381 -1.1710 -2.1884
N5 1.0542 0.8423 -2.7964
N6 1.1352 -1.8571 1.8307
C11 1.4041 -2.9428 1.0810
C12 1.6410 -4.2345 1.7890
O3 1.5128 -2.9424 -0.1443
H1 -5.0494 -1.1495 -0.5374
H2 -5.7977 0.3811 -1.1146
H3 -4.3173 -0.3201 -1.9204
H4 -4.5203 1.1624 0.6599
H5 -2.4851 1.5809 1.8790
H6 -3.2171 3.3648 0.4179
H7 -1.7617 3.7271 1.2919
H8 -1.7097 4.7505 -1.1340
H9 -0.0765 1.5237 0.1869
H10 0.6502 -0.7350 0.2157
H11 2.2424 0.8280 2.1983
H12 3.1181 -0.4420 1.4238
H13 1.7903 1.6985 -0.2350
H14 3.4364 1.8156 0.4295
H15 4.1883 -0.2574 -0.6112
H16 3.7357 1.0525 -1.7424
H17 2.4573 -1.6077 -1.3228
H18 0.4849 -2.0300 -1.6695
H19 -0.6349 -0.9040 -2.3417
H20 0.1598 0.9745 -3.2419
H21 1.8326 1.4538 -2.8824
H22 1.0094 -2.0028 2.8447
H23 2.6195 -4.2525 2.2554
H24 0.8647 -4.4054 2.5648
H25 1.6083 -5.0100 1.0255

---

[5]
Below is C12H26AlBr3F6NO14S5 as an isolated structure, with properties calculated with ωB97M-V with the def2-TZVPD basis set.

Computed properties:
- HOMO-LUMO gap (eV) = 3.448
- HOMO level (eV) = -12.91
- LUMO level (Ha) = -0.3477
- total charge = +1

Cartesian coordinates (Å):
Al1 1.5414 -1.4513 -0.5741
C1 2.5572 -2.5619 3.8563
F1 3.4543 -3.0723 4.6767
F2 1.8904 -3.4976 3.2330
F3 1.8009 -1.7447 4.5725
S1 3.5092 -1.4740 2.5877
O1 4.6762 -0.9279 3.1839
O2 3.8456 -2.3365 1.4737
N1 2.3451 -0.3802 1.9875
S2 2.6574 0.9861 2.7399
O3 2.7431 0.8482 4.1633
O4 3.6488 1.7783 2.0835
C2 1.0249 1.8854 2.5506
F4 1.1309 3.1249 2.9870
F5 0.6690 1.8924 1.2650
F6 0.1284 1.2399 3.2865
O5 -0.7789 -0.1086 -0.6569
H1 -0.8127 0.8620 -0.6547
O6 -0.9798 -2.5192 3.9161
S3 -1.2676 -2.3727 2.5312
O7 -0.2248 -2.3932 1.5423
O8 -2.3596 -3.4573 2.0876
C3 -3.0559 -4.1732 3.1504
C4 -2.1721 -5.2808 3.6905
C5 -2.2374 -0.9207 2.2472
H2 -3.9170 -4.5811 2.6236
H3 -3.4196 -3.5167 3.9391
H4 -1.4425 -4.8121 4.3520
H5 -1.6369 -5.7983 2.8947
H6 -2.6097 -6.0566 4.3186
H7 -2.4897 -0.9352 1.1883
H8 -1.5613 -0.0755 2.3846
H9 -3.0779 -0.7075 2.9009
O9 2.5105 3.1589 -2.9046
S4 1.9557 2.7901 -1.6506
O10 2.0976 1.4628 -1.1185
O11 2.4850 3.8245 -0.5723
C6 2.2636 5.2315 -0.7861
C7 1.2699 5.7271 0.2499
C8 0.1713 3.1381 -1.6105
H10 2.0820 5.5175 -1.8219
H11 3.1933 5.7447 -0.5329
H12 1.2600 6.8175 0.2553
H13 1.6145 5.3963 1.2293
H14 0.2492 5.3719 0.1046
H15 -0.3430 2.4792 -2.3089
H16 -0.0364 4.1599 -1.9096
H17 -0.1446 2.8358 -0.6179
O12 0.1080 -1.4773 -3.0459
S5 -0.3114 -0.4510 -3.9719
O13 0.2543 0.8475 -3.8590
O14 -0.0313 -0.9519 -5.4577
C9 -0.1688 -2.3757 -5.6810
C10 0.4977 -2.6167 -7.0137
C11 -2.1163 -0.3526 -3.9522
H18 -1.1940 -2.7468 -5.6890
H19 0.3967 -2.9788 -4.9720
H20 1.5879 -2.5476 -7.0083
H21 0.0295 -2.0518 -7.8166
H22 0.5006 -3.6638 -7.3433
H23 -2.3489 -0.2341 -2.8973
H24 -2.4238 -1.3105 -4.3630
H25 -2.3966 0.4821 -4.5856
C12 -3.2749 2.1538 0.9990
Br1 -5.0820 1.4756 0.8090
Br2 -2.6998 2.5169 2.8019
Br3 -2.9517 3.7312 -0.0698
H26 -2.5830 1.4335 0.5824

---

| no. | E (eV) |
| --- | --- |
| 1 | -118866.705 |
| 2 | -101115.908 |
| 3 | -72443.112 |
| 4 | -38764.764 |
| 5 | -330209.545 |